13 unconnected molecules or ions with the total composition C72H164O30. Source: OMol25; level of theory: the ωB97M-V functional and the def2-TZVPD basis.

Properties
**HOMO-LUMO gap**: 0.3582 Ha
**HOMO level**: -9.28 eV
**Net charge**: 0
**LUMO energy**: 0.46 eV
**Total energy**: -5098.3158 hartree

```
266
Properties=species:S:1:pos:R:3:mulliken_charge:R:1
C 2.52 -7.14 -1.62 -0.189
C 3.24 -8.32 -2.28 -0.917
C 4.33 -8.98 -1.38 -0.655
C 5.55 -8.06 -1.24 -0.167
C 6.65 -8.66 -0.37 -0.594
C 6.16 -8.78 1.08 -0.900
H 1.93 -7.50 -0.78 0.183
H 1.94 -6.52 -2.32 0.186
H 3.22 -6.40 -1.21 0.003
H 2.52 -9.05 -2.66 0.386
H 3.77 -7.97 -3.17 0.353
H 4.77 -9.87 -1.84 0.342
H 3.96 -9.29 -0.40 0.343
H 6.08 -7.92 -2.19 0.274
H 5.27 -7.03 -0.98 -0.132
H 6.98 -9.62 -0.77 0.346
H 7.56 -8.05 -0.38 0.342
H 5.49 -7.96 1.32 0.012
H 5.66 -9.72 1.32 0.403
H 6.99 -8.72 1.79 0.318
C -2.36 -9.76 -3.91 -1.250
C -1.46 -8.63 -3.38 -0.597
C -1.20 -8.70 -1.88 0.367
C -2.40 -8.94 -0.96 -0.838
C -2.20 -8.41 0.47 -0.859
C -2.51 -6.88 0.53 -0.772
H -3.32 -9.72 -3.39 0.288
H -2.04 -10.79 -3.73 0.320
H -2.59 -9.70 -4.98 0.388
H -0.53 -8.68 -3.95 0.318
H -1.86 -7.67 -3.71 0.293
H -0.71 -7.77 -1.56 -0.231
H -0.36 -9.39 -1.76 0.318
H -3.21 -8.42 -1.47 0.361
H -2.66 -10.00 -0.88 0.397
H -2.90 -8.91 1.14 0.379
H -1.19 -8.61 0.82 0.400
H -2.29 -6.34 -0.39 0.198
H -3.60 -6.78 0.62 0.456
H -2.06 -6.43 1.40 0.127
C 0.10 -4.29 -1.10 -0.638
O 0.30 -2.87 -1.25 -0.387
C 0.15 -2.24 0.01 -0.740
C -0.37 -0.82 -0.19 1.645
O -1.14 -0.33 0.86 -0.306
C -1.94 0.78 0.51 -0.156
C -1.16 2.09 0.61 1.275
O -1.10 2.47 1.99 1.107
C -0.20 3.55 2.14 1.103
H 0.48 -4.86 -1.93 0.084
H -0.98 -4.42 -1.00 0.415
H 0.70 -4.62 -0.25 0.300
H 1.06 -2.22 0.63 0.302
H -0.60 -2.78 0.60 0.148
H -1.09 -0.97 -1.01 -0.260
H 0.48 -0.22 -0.55 -0.974
H -2.73 0.93 1.25 -0.471
H -2.39 0.61 -0.47 -0.244
H -1.58 2.87 -0.03 -0.591
H -0.12 1.86 0.36 -0.369
H -0.21 3.85 3.19 -0.975
H -0.60 4.41 1.59 -0.397
H 0.79 3.26 1.77 -0.636
C -5.27 2.22 -2.58 -0.383
O -4.42 3.24 -3.11 -0.378
C -4.52 4.47 -2.43 -1.322
C -3.70 4.49 -1.19 0.684
O -4.36 3.65 -0.19 -0.069
C -4.23 4.18 1.09 -0.398
C -4.85 3.24 2.14 -0.057
O -4.83 3.91 3.36 -0.322
C -4.75 3.12 4.53 -0.594
H -4.78 1.79 -1.70 -0.001
H -5.43 1.40 -3.28 0.221
H -6.21 2.64 -2.21 0.412
H -5.53 4.88 -2.36 0.390
H -4.04 5.19 -3.11 0.398
H -3.74 5.51 -0.81 0.442
H -2.71 4.08 -1.34 -0.364
H -4.65 5.18 1.26 0.541
H -3.17 4.25 1.38 -0.095
H -4.20 2.36 2.08 -0.248
H -5.82 2.89 1.75 0.364
H -5.41 2.26 4.35 0.487
H -4.97 3.67 5.43 0.330
H -3.79 2.58 4.61 -0.021
C 2.40 2.47 -1.07 1.097
O 2.89 1.59 -0.08 -0.720
C 4.05 0.93 -0.47 0.681
C 5.26 1.85 -0.64 -0.539
O 5.35 2.34 -1.96 -0.172
C 6.42 3.23 -2.17 -0.634
C 6.08 4.13 -3.37 0.152
O 5.91 3.55 -4.66 -0.526
C 5.31 2.28 -4.78 -0.234
H 1.84 1.98 -1.88 -0.425
H 3.15 3.13 -1.50 0.056
H 1.65 3.14 -0.63 -0.612
H 3.97 0.41 -1.44 0.275
H 4.24 0.10 0.21 -0.560
H 6.12 1.27 -0.28 0.407
H 5.22 2.72 0.02 0.137
H 7.33 2.67 -2.43 0.301
H 6.70 3.73 -1.24 0.558
H 6.66 5.05 -3.34 0.475
H 5.03 4.42 -3.21 -0.360
H 6.00 1.46 -4.56 0.207
H 5.11 2.16 -5.85 0.301
H 4.42 2.24 -4.15 -0.062
C -1.21 1.70 -3.80 -0.264
O -0.38 1.01 -2.90 0.938
C 0.50 0.06 -3.49 -0.185
C -0.09 -1.05 -4.36 -0.668
O -0.91 -0.69 -5.43 -0.302
C -1.53 -1.67 -6.19 -0.305
C -2.40 -1.01 -7.25 -0.549
O -2.96 -1.95 -8.14 -0.350
C -3.73 -1.37 -9.17 -0.718
H -1.78 2.42 -3.21 -0.355
H -1.97 1.14 -4.34 -0.107
H -0.59 2.22 -4.54 0.452
H 0.97 -0.45 -2.66 -0.422
H 1.19 0.60 -4.16 0.640
H -0.71 -1.66 -3.69 -0.150
H 0.75 -1.70 -4.65 0.558
H -2.12 -2.35 -5.57 0.219
H -0.76 -2.23 -6.73 0.266
H -1.85 -0.21 -7.76 0.353
H -3.22 -0.43 -6.81 0.321
H -3.85 -2.11 -9.96 0.249
H -3.25 -0.46 -9.54 0.309
H -4.73 -1.10 -8.81 0.280
C -5.30 -3.36 3.33 -0.132
O -4.30 -4.36 3.49 -0.464
C -3.07 -4.05 2.91 0.078
C -2.16 -3.12 3.70 -0.728
O -2.66 -1.81 3.69 0.238
C -1.75 -0.88 4.23 -1.207
C -2.29 0.52 4.57 0.260
O -2.80 0.68 5.88 -0.510
C -4.03 -0.01 6.08 -0.331
H -5.60 -3.10 2.31 -0.008
H -5.04 -2.46 3.88 -0.010
H -6.23 -3.69 3.79 0.339
H -3.17 -3.67 1.89 0.111
H -2.48 -4.97 2.90 0.130
H -1.11 -3.11 3.37 0.307
H -2.03 -3.57 4.70 0.299
H -0.83 -0.84 3.64 0.420
H -1.45 -1.32 5.20 0.573
H -3.08 0.82 3.88 0.235
H -1.55 1.30 4.42 -0.036
H -3.90 -1.04 5.73 0.108
H -4.89 0.46 5.59 0.089
H -4.23 0.09 7.14 0.284
C -10.64 -3.23 -4.40 -0.700
O -9.39 -3.88 -4.29 -0.335
C -8.85 -4.03 -3.01 -0.454
C -7.83 -2.92 -2.82 -0.151
O -7.32 -2.92 -1.50 -0.365
C -6.67 -1.75 -1.05 -0.970
C -5.17 -1.81 -1.12 0.322
O -4.76 -1.96 -2.50 -0.465
C -3.46 -1.55 -2.80 0.633
H -11.43 -3.79 -3.89 0.293
H -10.87 -3.00 -5.43 0.261
H -10.65 -2.28 -3.86 0.293
H -8.38 -5.01 -2.95 0.251
H -9.52 -3.98 -2.14 0.329
H -8.31 -1.96 -3.04 0.149
H -7.02 -3.00 -3.54 0.209
H -6.99 -1.65 -0.01 0.353
H -7.08 -0.88 -1.58 0.318
H -4.82 -2.78 -0.75 0.304
H -4.72 -0.93 -0.66 0.090
H -2.81 -1.46 -1.93 -0.266
H -3.44 -0.58 -3.34 -0.009
H -3.05 -2.16 -3.60 0.000
C 5.04 10.43 -1.35 -0.892
O 4.38 9.20 -1.54 -0.215
C 5.08 8.30 -2.34 -1.207
C 4.16 7.06 -2.49 -0.511
O 4.20 6.09 -1.46 0.024
C 3.67 6.55 -0.23 -0.922
C 3.23 5.36 0.63 2.397
O 3.53 5.59 1.99 -0.638
C 3.46 4.35 2.68 0.258
H 6.01 10.28 -0.86 0.350
H 4.47 11.02 -0.64 0.250
H 5.20 11.04 -2.24 0.313
H 6.04 7.95 -1.94 0.360
H 5.38 8.60 -3.35 0.484
H 4.35 6.60 -3.46 0.690
H 3.13 7.37 -2.68 0.245
H 2.79 7.19 -0.37 0.282
H 4.49 7.10 0.24 0.511
H 3.78 4.50 0.22 -1.208
H 2.17 5.08 0.52 -0.504
H 2.53 3.79 2.56 -0.262
H 3.52 4.58 3.75 0.186
H 4.36 3.74 2.53 0.221
C 3.87 -5.14 1.45 -0.631
O 3.14 -4.03 0.93 -0.153
C 3.99 -3.11 0.26 -0.068
C 4.99 -2.39 1.12 -0.367
O 6.07 -3.14 1.68 -0.352
C 6.92 -3.72 0.71 -0.160
C 8.06 -4.49 1.34 -0.793
O 7.58 -5.69 1.93 -0.183
C 7.28 -5.63 3.31 -0.782
H 3.16 -5.87 1.82 0.389
H 4.53 -4.83 2.26 0.419
H 4.55 -5.55 0.69 -0.058
H 3.38 -2.42 -0.33 0.031
H 4.47 -3.65 -0.57 0.211
H 4.44 -2.04 2.00 0.206
H 5.40 -1.48 0.67 0.273
H 7.39 -2.90 0.13 0.361
H 6.32 -4.17 -0.09 0.173
H 8.60 -3.80 1.99 0.351
H 8.65 -4.86 0.51 0.351
H 8.25 -5.69 3.83 0.356
H 6.83 -6.56 3.66 0.237
H 6.83 -4.70 3.68 0.273
O -0.67 5.02 -1.78 -0.355
C 0.27 5.72 -2.03 0.364
O 0.57 6.93 -1.52 -0.275
C -0.36 7.61 -0.70 -0.470
C -0.25 7.08 0.75 0.350
C 1.37 5.34 -2.99 0.203
H -1.34 7.27 -1.06 0.169
H -0.39 8.69 -0.83 0.446
H -0.36 6.00 0.80 -0.872
H -0.98 7.52 1.43 0.597
H 0.79 7.29 1.04 0.205
H 1.07 4.37 -3.38 0.069
H 2.26 5.10 -2.40 -0.661
H 1.66 6.12 -3.68 0.508
O -1.91 6.96 4.13 -0.594
C -2.11 6.29 5.11 0.280
O -2.99 6.58 6.07 -0.346
C -3.53 7.92 6.04 -0.324
C -4.97 7.84 5.54 -0.921
C -1.59 4.86 5.21 0.572
H -2.90 8.63 5.50 0.338
H -3.41 8.22 7.08 0.308
H -5.37 8.82 5.27 0.361
H -5.56 7.40 6.34 0.287
H -5.09 7.30 4.60 0.205
H -0.52 4.80 5.42 -0.091
H -1.75 4.49 4.20 -0.478
H -2.07 4.35 6.04 0.322
O 4.21 5.25 6.65 -0.569
C 3.24 5.25 7.36 0.797
O 2.42 4.23 7.59 -0.366
C 2.52 3.01 6.85 -0.590
C 1.79 3.06 5.51 0.456
C 2.82 6.46 8.15 -1.007
H 2.07 2.25 7.49 0.355
H 3.57 2.74 6.77 0.383
H 0.85 3.61 5.63 -0.291
H 1.48 2.08 5.17 0.478
H 2.44 3.61 4.84 -0.405
H 3.59 7.04 8.63 0.337
H 2.02 6.22 8.85 0.299
H 2.39 7.06 7.33 0.225
```